1.
{"formula": "C6H8S", "method": "ωB97M-V/def2-TZVPD", "symbols": ["C", "C", "C", "C", "C", "C", "S", "H", "H", "H", "H", "H", "H", "H", "H"], "coordinates": [[1.641, -1.998, -1.515], [1.343, -0.863, -1.205], [1.127, 0.531, -0.718], [0.203, 0.634, 0.444], [-0.530, -0.488, 1.037], [-1.281, 0.453, 0.139], [-2.262, 1.865, 0.537], [1.831, -2.970, -1.566], [2.103, 0.862, -0.313], [0.788, 1.066, -1.568], [0.339, 1.626, 0.945], [-0.449, -1.458, 0.545], [-0.724, -0.721, 2.083], [-1.514, -0.076, -0.910], [-2.131, 2.324, -0.744]], "nbo_charge": [-0.256, 0.021, -0.481, -0.238, -0.415, -0.385, 0.004, 0.215, 0.241, 0.233, 0.237, 0.240, 0.231, 0.225, 0.126], "orbital_gap_ev": 9.53, "lumo_ev": 0.846, "energy_ev": -17183.112, "smiles": "C#CC[C@@H]1C[C@H]1S", "de_lowest_kcal_mol": 77.45}

***

2.
{"formula": "CH9NO3", "method": "ωB97M-V/def2-TZVPD", "symbols": ["C", "N", "H", "H", "H", "O", "H", "H", "O", "H", "H", "O", "H", "H"], "coordinates": [[-0.394, 0.423, 2.274], [-0.189, 0.595, 1.010], [0.231, 0.917, 3.065], [-0.992, -0.258, 2.789], [-0.837, 0.096, 0.347], [-0.283, -2.154, -0.035], [-0.032, -2.145, -0.898], [-0.407, -3.029, 0.277], [1.296, 2.095, -1.569], [2.185, 1.965, -1.285], [0.785, 1.823, -0.787], [-0.645, -0.334, -1.851], [-0.737, -0.172, -0.996], [0.019, 0.179, -2.342]], "nbo_charge": [-0.013, -0.617, 0.157, 0.152, 0.323, -0.959, 0.486, 0.473, -0.957, 0.467, 0.488, -0.946, 0.443, 0.504], "orbital_gap_ev": 11.32, "lumo_ev": 0.834, "energy_ev": -8813.793, "smiles": "C=N.O.O.O", "de_lowest_kcal_mol": 41.84}

***

3.
{"formula": "C4H8N2O", "method": "ωB97M-V/def2-TZVPD", "symbols": ["C", "N", "C", "C", "N", "C", "O", "H", "H", "H", "H", "H", "H", "H", "H"], "coordinates": [[0.061, 0.273, 1.991], [0.093, 0.639, 0.574], [-0.114, -0.457, -0.358], [0.953, -1.485, -0.315], [1.792, -2.279, -0.240], [-0.303, 0.126, -1.766], [-1.362, 1.042, -1.751], [1.051, 0.033, 2.394], [-0.368, 1.088, 2.581], [-0.571, -0.608, 2.128], [0.969, 1.106, 0.354], [-1.052, -0.952, -0.083], [-0.551, -0.672, -2.473], [0.643, 0.588, -2.097], [-1.242, 1.559, -0.938]], "nbo_charge": [-0.419, -0.625, -0.179, 0.252, -0.313, -0.048, -0.708, 0.193, 0.205, 0.200, 0.368, 0.237, 0.195, 0.160, 0.483], "orbital_gap_ev": 10.94, "lumo_ev": 0.803, "energy_ev": -9304.602, "smiles": "CN[C@H](C#N)CO", "de_lowest_kcal_mol": 41.31}

***

4.
{"formula": "C43H40N6O2STc", "method": "ωB97M-V/def2-TZVPD", "symbols": ["Tc", "C", "C", "N", "C", "C", "C", "C", "C", "C", "C", "N", "C", "C", "C", "C", "C", "C", "C", "C", "N", "C", "H", "H", "H", "H", "H", "H", "H", "H", "H", "H", "H", "H", "C", "C", "C", "C", "C", "C", "C", "C", "H", "H", "H", "H", "H", "C", "C", "C", "C", "C", "N", "C", "O", "N", "C", "C", "C", "C", "N", "C", "C", "C", "H", "H", "H", "H", "H", "H", "H", "H", "H", "H", "H", "H", "H", "C", "C", "S", "O", "C", "C", "H", "H", "H", "H", "H", "H", "H", "H", "H", "H"], "coordinates": [[-0.274, 0.272, 0.238], [-0.732, 0.809, -4.113], [-0.985, 0.836, -2.737], [-0.070, 0.495, -1.847], [1.192, 0.156, -2.268], [1.514, 0.080, -3.630], [0.503, 0.418, -4.555], [2.814, -0.341, -4.000], [3.710, -0.674, -3.026], [3.390, -0.564, -1.653], [2.155, -0.110, -1.258], [1.681, 0.097, 0.037], [2.436, 0.140, 1.212], [3.783, 0.363, 1.346], [4.392, 0.334, 2.621], [3.670, 0.091, 3.752], [2.268, -0.087, 3.656], [1.429, -0.312, 4.767], [0.079, -0.456, 4.590], [-0.453, -0.337, 3.303], [0.302, -0.114, 2.242], [1.665, -0.027, 2.392], [-1.518, 1.089, -4.799], [-1.946, 1.154, -2.353], [0.720, 0.373, -5.616], [3.079, -0.397, -5.047], [4.697, -1.021, -3.301], [4.128, -0.853, -0.920], [4.389, 0.585, 0.481], [5.458, 0.506, 2.691], [4.147, 0.044, 4.722], [1.864, -0.367, 5.757], [-0.586, -0.635, 5.422], [-1.521, -0.411, 3.138], [-0.226, 2.206, 0.511], [-0.194, 3.417, 0.677], [-0.158, 4.831, 0.874], [-1.264, 5.498, 1.409], [-1.226, 6.869, 1.588], [-0.089, 7.584, 1.231], [1.014, 6.928, 0.699], [0.985, 5.556, 0.521], [-2.145, 4.932, 1.686], [-2.081, 7.383, 2.006], [-0.062, 8.656, 1.369], [1.898, 7.488, 0.426], [1.840, 5.034, 0.111], [-4.655, 4.253, -3.601], [-5.211, 3.895, -2.247], [-6.457, 3.295, -2.108], [-6.967, 2.973, -0.858], [-6.241, 3.263, 0.288], [-6.797, 2.912, 1.548], [-6.167, 2.536, 2.697], [-6.660, 2.619, 3.793], [-4.848, 2.048, 2.543], [-4.373, 1.213, 1.550], [-5.191, 0.446, 0.718], [-4.611, -0.329, -0.267], [-3.237, -0.361, -0.399], [-2.443, 0.362, 0.404], [-3.000, 1.138, 1.343], [-5.009, 3.893, 0.171], [-4.501, 4.188, -1.084], [-5.314, 3.920, -4.401], [-3.674, 3.801, -3.757], [-4.532, 5.333, -3.698], [-7.048, 3.077, -2.990], [-7.938, 2.498, -0.773], [-7.783, 3.087, 1.682], [-4.287, 2.178, 3.370], [-6.264, 0.469, 0.840], [-5.225, -0.914, -0.938], [-2.756, -0.959, -1.162], [-2.325, 1.771, 1.908], [-4.456, 4.178, 1.058], [-3.542, 4.691, -1.158], [-0.005, -5.406, -1.740], [0.302, -4.260, -0.782], [-1.030, -3.061, -0.776], [-0.460, -1.871, -0.001], [-2.192, -3.866, 0.345], [-1.740, -3.872, 1.797], [0.858, -6.069, -1.788], [-0.208, -5.044, -2.747], [-0.854, -6.004, -1.410], [1.170, -3.681, -1.101], [0.465, -4.593, 0.243], [-2.320, -4.870, -0.066], [-3.133, -3.332, 0.213], [-0.950, -4.597, 1.984], [-2.586, -4.134, 2.431], [-1.381, -2.887, 2.094]], "lowdin_charge": [1.576, -0.014, -0.087, -0.029, -0.147, -0.138, 0.039, -0.011, -0.038, 0.009, -0.200, -0.081, -0.196, 0.013, -0.034, -0.007, -0.135, 0.040, -0.015, -0.100, -0.024, -0.142, 0.120, 0.114, 0.136, 0.126, 0.121, 0.108, 0.111, 0.122, 0.127, 0.136, 0.122, 0.110, -0.158, -0.048, -0.257, -0.036, -0.060, -0.053, -0.058, -0.025, 0.100, 0.113, 0.115, 0.114, 0.118, -0.042, -0.273, -0.029, -0.018, -0.263, 0.144, -0.521, 0.115, 0.141, -0.217, 0.038, -0.011, -0.156, -0.077, -0.073, -0.027, -0.031, 0.079, 0.070, 0.090, 0.118, 0.122, 0.166, 0.158, 0.134, 0.126, 0.083, 0.107, 0.107, 0.115, -0.112, -0.373, 0.991, -0.660, -0.357, -0.101, 0.092, 0.082, 0.075, 0.095, 0.094, 0.095, 0.080, 0.081, 0.093, 0.051], "total_charge": 2, "orbital_gap_ev": [7.11, 5.92], "lumo_ev": [-5.357, -6.777], "energy_ev": -71297.999, "de_lowest_kcal_mol": 0.00, "s2": 3.8094, "multiplicity": 4}

***

5.
{"formula": "C21H34CrP", "method": "ωB97M-V/def2-TZVPD", "symbols": ["C", "H", "H", "H", "C", "H", "H", "C", "H", "H", "H", "C", "C", "C", "C", "C", "C", "C", "C", "C", "C", "Cr", "H", "H", "H", "H", "H", "H", "H", "H", "H", "H", "H", "H", "H", "H", "H", "C", "P", "C", "C", "C", "C", "C", "C", "C", "H", "H", "H", "H", "H", "H", "H", "H", "H", "H", "H"], "coordinates": [[1.184, 1.751, -1.680], [2.091, 2.282, -1.317], [1.547, 1.346, -2.630], [1.337, 0.949, -0.138], [0.085, 2.824, -1.778], [-0.843, 2.342, -2.150], [-0.139, 3.188, -0.770], [0.484, 3.981, -2.674], [-0.348, 4.661, -2.793], [1.299, 4.538, -2.223], [0.787, 3.648, -3.648], [-0.915, -2.166, -0.728], [-1.527, -1.205, -1.592], [-0.568, -0.794, -2.592], [0.684, -1.511, -2.291], [0.424, -2.369, -1.156], [1.388, -3.355, -0.629], [1.846, -1.600, -3.221], [-0.881, -0.142, -3.901], [-2.953, -0.820, -1.604], [-1.584, -2.838, 0.398], [0.456, 0.131, -0.986], [2.769, -1.890, -2.693], [1.661, -2.350, -4.016], [2.059, -0.634, -3.724], [2.427, -3.072, -0.879], [1.320, -3.443, 0.466], [1.211, -4.358, -1.051], [-2.417, -2.223, 0.777], [-1.995, -3.821, 0.123], [-0.879, -2.998, 1.231], [-3.124, 0.113, -2.180], [-3.551, -1.621, -2.074], [-3.345, -0.662, -0.583], [-0.088, 0.566, -4.217], [-0.992, -0.885, -4.718], [-1.822, 0.436, -3.848], [1.934, 1.838, 1.984], [0.766, 0.462, 1.646], [1.793, -0.974, 2.127], [-0.371, 0.591, 3.063], [-0.844, -0.542, 3.743], [-1.589, -0.428, 4.923], [-1.898, 0.838, 5.435], [-1.480, 1.991, 4.752], [-0.732, 1.864, 3.561], [2.719, 1.860, 1.224], [2.382, 1.688, 2.973], [1.410, 2.794, 1.950], [2.314, -0.724, 3.063], [1.161, -1.856, 2.274], [2.524, -1.205, 1.343], [-0.612, -1.544, 3.383], [-1.932, -1.332, 5.461], [-2.483, 0.935, 6.377], [-1.727, 2.983, 5.147], [-0.420, 2.763, 3.061]], "lowdin_charge": [-0.252, 0.098, 0.085, 0.019, -0.283, 0.106, 0.112, -0.068, 0.090, 0.091, 0.081, -0.186, -0.189, -0.290, -0.296, -0.184, 0.008, -0.003, -0.005, 0.010, -0.001, 0.626, 0.094, 0.124, 0.096, 0.100, 0.084, 0.129, 0.096, 0.121, 0.080, 0.099, 0.131, 0.102, 0.095, 0.121, 0.091, -0.214, 0.972, -0.210, -0.353, -0.089, -0.045, -0.036, -0.034, -0.073, 0.060, 0.081, 0.055, 0.084, 0.034, 0.062, 0.091, 0.130, 0.135, 0.125, 0.093], "total_charge": 2, "orbital_gap_ev": [6.12, 6.37], "lumo_ev": [-8.838, -8.705], "energy_ev": -60020.143, "de_lowest_kcal_mol": 75.38, "s2": 4.1818, "multiplicity": 4}

***

6.
{"formula": "BrClFN2O", "method": "ωB97M-V/def2-TZVPD", "symbols": ["N", "N", "O", "F", "Cl", "Br"], "coordinates": [[-1.102, 1.733, 0.346], [0.176, -1.175, -1.009], [-1.565, 1.354, 1.343], [-2.148, 2.768, -0.214], [1.121, -1.604, 0.027], [3.518, -3.077, -0.493]], "nbo_charge": [0.556, -0.587, -0.153, -0.409, 0.492, -0.899], "total_charge": -1, "orbital_gap_ev": [4.74, 4.65], "lumo_ev": [1.023, 1.019], "energy_ev": -90305.288, "de_lowest_kcal_mol": 89.81}